{
  "formula": "C70H61BrCl16N2O3",
  "method": "wB97M-V/def2-TZVPD",
  "multiplicity": 1,
  "smiles": "CCCCNc1c(CCC(C)C)c(CN)cc2c1C(=O)C(CC(=O)Br)=CC2=O.Clc1ccccc1Cl.Clc1ccccc1Cl.Clc1ccccc1Cl.Clc1ccccc1Cl.Clc1ccccc1Cl.Clc1ccccc1Cl.Clc1ccccc1Cl.Clc1ccccc1Cl",
  "gap_ev": 8.17,
  "fmax_ha_per_bohr": 0.026,
  "e_tot_ha": -12976.37441,
  "elements": ["C", "C", "C", "C", "N", "C", "C", "C", "C", "C", "C", "C", "C", "C", "N", "C", "C", "C", "C", "O", "C", "C", "C", "O", "Br", "C", "C", "O", "H", "H", "H", "H", "H", "H", "H", "H", "H", "H", "H", "H", "H", "H", "H", "H", "H", "H", "H", "H", "H", "H", "H", "H", "H", "H", "H", "H", "H", "Cl", "C", "C", "C", "C", "C", "C", "Cl", "H", "H", "H", "H", "Cl", "C", "C", "C", "C", "C", "C", "Cl", "H", "H", "H", "H", "Cl", "C", "C", "C", "C", "C", "C", "Cl", "H", "H", "H", "H", "Cl", "C", "C", "C", "C", "C", "C", "Cl", "H", "H", "H", "H", "Cl", "C", "C", "C", "C", "C", "C", "Cl", "H", "H", "H", "H", "Cl", "C", "C", "C", "C", "C", "C", "Cl", "H", "H", "H", "H", "Cl", "C", "C", "C", "C", "C", "C", "Cl", "H", "H", "H", "H", "Cl", "C", "C", "C", "C", "C", "C", "Cl", "H", "H", "H", "H"],
  "coordinates": [[3.250, -0.174, -4.661], [4.134, -0.487, -3.447], [3.625, -1.722, -2.670], [4.044, -1.727, -1.199], [2.964, -1.420, -0.249], [1.810, -2.257, -0.305], [1.780, -3.570, 0.219], [2.991, -4.110, 0.948], [2.766, -4.056, 2.491], [3.939, -3.564, 3.354], [4.616, -2.309, 2.824], [3.381, -3.244, 4.775], [0.609, -4.347, 0.095], [0.473, -5.750, 0.644], [-0.378, -5.798, 1.863], [-0.532, -3.807, -0.511], [-0.522, -2.500, -0.966], [0.639, -1.730, -0.886], [0.559, -0.325, -1.400], [1.441, 0.266, -1.959], [-0.768, 0.322, -1.177], [-0.760, 1.787, -0.844], [-1.505, 2.620, -1.847], [-1.115, 2.883, -2.912], [-3.255, 3.276, -1.236], [-1.856, -0.431, -1.252], [-1.731, -1.872, -1.546], [-2.535, -2.473, -2.213], [2.276, -0.649, -4.603], [3.722, -0.525, -5.578], [3.098, 0.895, -4.783], [4.152, 0.343, -2.746], [5.126, -0.722, -3.821], [2.553, -1.802, -2.815], [4.057, -2.607, -3.137], [4.785, -0.939, -1.071], [4.566, -2.666, -0.988], [3.347, -1.405, 0.685], [3.135, -5.144, 0.655], [3.880, -3.584, 0.639], [2.566, -5.081, 2.806], [1.870, -3.476, 2.694], [4.647, -4.379, 3.483], [5.373, -1.960, 3.520], [5.137, -2.513, 1.889], [3.887, -1.520, 2.649], [3.866, -2.352, 5.160], [2.325, -2.992, 4.711], [3.497, -4.075, 5.463], [0.023, -6.355, -0.142], [1.434, -6.185, 0.887], [-0.856, -4.908, 1.937], [0.237, -5.843, 2.666], [-1.445, -4.383, -0.585], [0.273, 2.116, -0.785], [-1.192, 1.914, 0.146], [-2.842, -0.045, -1.078], [-4.202, 8.514, 3.973], [-4.769, 7.757, 2.524], [-5.933, 8.231, 1.936], [-6.413, 7.650, 0.775], [-5.727, 6.590, 0.197], [-4.567, 6.115, 0.783], [-4.087, 6.695, 1.948], [-2.640, 6.061, 2.653], [-6.463, 9.057, 2.391], [-7.322, 8.023, 0.323], [-6.097, 6.132, -0.711], [-4.035, 5.285, 0.339], [7.193, 0.519, -7.263], [6.376, 2.017, -7.543], [6.287, 2.495, -8.843], [5.632, 3.687, -9.101], [5.063, 4.406, -8.058], [5.154, 3.931, -6.761], [5.811, 2.737, -6.500], [5.905, 2.179, -4.869], [6.729, 1.931, -9.651], [5.566, 4.055, -10.115], [4.547, 5.336, -8.255], [4.712, 4.486, -5.945], [-3.829, -0.321, 1.141], [-3.297, 0.302, 2.668], [-4.238, 0.837, 3.537], [-3.838, 1.340, 4.763], [-2.498, 1.307, 5.129], [-1.558, 0.773, 4.265], [-1.958, 0.273, 3.034], [-0.750, -0.382, 1.982], [-5.281, 0.860, 3.251], [-4.575, 1.759, 5.435], [-2.186, 1.698, 6.087], [-0.504, 0.731, 4.520], [-0.383, -2.051, -4.784], [-1.407, -2.984, -5.821], [-2.535, -3.589, -5.288], [-3.369, -4.338, -6.102], [-3.076, -4.482, -7.452], [-1.949, -3.880, -7.984], [-1.111, -3.132, -7.170], [0.292, -2.400, -7.869], [-2.758, -3.473, -4.237], [-4.246, -4.808, -5.680], [-3.727, -5.065, -8.091], [-1.715, -3.991, -9.033], [1.973, 0.238, 5.026], [2.361, 1.573, 6.059], [3.441, 2.378, 5.721], [3.781, 3.455, 6.518], [3.040, 3.734, 7.659], [1.967, 2.931, 8.000], [1.627, 1.847, 7.202], [0.294, 0.852, 7.678], [4.014, 2.157, 4.831], [4.624, 4.077, 6.250], [3.302, 4.577, 8.284], [1.391, 3.141, 8.890], [7.709, 2.448, 6.267], [8.149, 3.784, 7.273], [9.228, 4.574, 6.902], [9.598, 5.655, 7.683], [8.888, 5.952, 8.839], [7.813, 5.164, 9.211], [7.443, 4.078, 8.431], [6.097, 3.113, 8.928], [9.776, 4.340, 6.000], [10.440, 6.267, 7.389], [9.172, 6.798, 9.450], [7.259, 5.390, 10.111], [-8.368, 4.967, 2.428], [-9.041, 4.227, 1.018], [-10.196, 4.764, 0.469], [-10.755, 4.199, -0.665], [-10.157, 3.093, -1.256], [-9.006, 2.554, -0.707], [-8.447, 3.118, 0.431], [-7.011, 2.418, 1.087], [-10.657, 5.626, 0.931], [-11.655, 4.622, -1.089], [-10.588, 2.650, -2.143], [-8.537, 1.693, -1.162], [-4.977, -7.160, -2.615], [-5.306, -8.022, -4.076], [-4.803, -9.307, -4.221], [-5.051, -10.024, -5.379], [-5.804, -9.457, -6.398], [-6.304, -8.175, -6.257], [-6.056, -7.455, -5.096], [-6.690, -5.852, -4.960], [-4.217, -9.744, -3.425], [-4.656, -11.025, -5.486], [-6.002, -10.014, -7.304], [-6.890, -7.728, -7.048]],
  "atomic_forces_ev_per_a": [[0.295, 0.143, -0.175], [-0.835, -0.647, 0.005], [0.466, 0.022, -0.368], [0.011, 0.293, -0.302], [0.005, -0.212, 0.050], [-0.520, -0.086, -0.274], [-0.152, 0.120, -0.287], [-0.591, -0.119, 0.339], [0.685, -0.416, -0.567], [-0.897, 0.442, 0.867], [0.329, -0.525, -0.433], [0.067, 0.055, -0.618], [0.067, 0.296, -0.019], [-0.308, 0.280, 0.167], [0.404, 0.114, -0.320], [0.453, 0.255, 0.065], [0.385, -0.272, 0.053], [0.522, -0.220, 0.130], [-0.235, -0.443, 0.197], [0.428, 0.366, -0.098], [-0.108, 0.034, 0.031], [-0.170, -0.151, 0.726], [0.266, -0.267, 0.618], [0.131, 0.426, -1.188], [-0.126, -0.165, 0.028], [0.003, 0.170, -0.181], [0.257, 0.057, 0.026], [-0.565, -0.289, 0.104], [-0.158, 0.006, 0.114], [-0.010, -0.077, -0.117], [-0.063, 0.096, 0.020], [0.146, 0.232, -0.094], [0.366, 0.336, 0.278], [-0.154, -0.036, 0.298], [-0.094, -0.144, -0.090], [0.120, 0.042, 0.125], [-0.145, -0.185, 0.193], [-0.009, -0.069, 0.059], [0.168, -0.154, -0.106], [0.132, 0.188, 0.063], [-0.301, -0.023, 0.192], [-0.052, 0.231, 0.081], [0.347, 0.016, -0.295], [-0.020, 0.149, 0.133], [0.014, 0.118, -0.138], [-0.081, 0.187, 0.150], [0.194, -0.095, 0.338], [-0.169, -0.051, 0.069], [0.013, -0.037, 0.148], [-0.079, -0.168, 0.036], [0.169, -0.123, -0.074], [-0.187, -0.074, 0.098], [-0.100, 0.004, 0.125], [-0.015, -0.113, -0.089], [0.088, 0.246, -0.333], [-0.132, 0.007, 0.065], [-0.234, 0.198, -0.422], [0.029, -0.028, 0.011], [-0.067, 0.091, 0.055], [-0.092, -0.009, -0.104], [0.060, -0.045, -0.024], [-0.031, 0.061, 0.034], [-0.131, -0.039, -0.091], [0.047, -0.105, -0.037], [0.003, 0.022, 0.032], [0.055, 0.009, 0.063], [-0.010, 0.012, 0.015], [0.014, -0.023, -0.001], [0.052, 0.086, 0.118], [-0.005, 0.001, 0.042], [0.044, -0.076, -0.101], [-0.042, 0.092, -0.082], [-0.023, 0.027, 0.061], [0.035, -0.045, -0.042], [-0.038, 0.092, -0.096], [-0.053, 0.061, 0.109], [0.054, -0.006, 0.008], [0.024, -0.062, 0.049], [0.006, -0.016, -0.010], [-0.005, 0.005, 0.018], [0.019, -0.058, 0.058], [-0.146, -0.011, 0.394], [-0.079, -0.005, -0.027], [-0.019, 0.061, 0.080], [0.120, -0.008, 0.022], [-0.103, 0.001, -0.049], [0.051, 0.026, 0.015], [0.020, 0.028, 0.038], [0.050, -0.142, 0.070], [0.014, -0.035, -0.065], [-0.017, 0.003, -0.013], [0.045, 0.006, 0.029], [-0.212, 0.040, 0.033], [0.090, 0.032, -0.023], [-0.012, 0.008, 0.093], [-0.110, -0.083, 0.015], [0.052, -0.020, -0.087], [-0.001, 0.018, 0.077], [-0.109, -0.078, -0.021], [0.047, -0.002, -0.124], [0.008, 0.018, 0.029], [0.068, 0.059, 0.033], [0.008, 0.023, 0.017], [0.011, -0.001, -0.015], [0.071, 0.047, 0.006], [0.077, -0.046, 0.056], [0.113, -0.013, -0.123], [0.070, 0.111, -0.011], [-0.110, 0.041, 0.027], [-0.038, -0.007, -0.121], [0.077, 0.105, 0.022], [-0.046, -0.004, 0.122], [-0.036, -0.039, -0.055], [-0.042, -0.064, -0.019], [0.020, -0.025, -0.013], [-0.007, -0.008, 0.023], [-0.054, -0.064, -0.013], [-0.035, -0.012, 0.020], [0.056, -0.019, -0.124], [0.076, 0.101, 0.020], [-0.046, 0.005, 0.059], [0.026, -0.026, -0.064], [0.083, 0.100, 0.016], [-0.066, 0.012, 0.110], [0.099, -0.041, 0.069], [-0.047, -0.064, -0.019], [0.005, -0.008, -0.018], [-0.011, -0.003, 0.016], [-0.049, -0.067, -0.007], [0.018, -0.044, 0.012], [-0.028, 0.131, 0.072], [-0.088, 0.000, -0.105], [0.043, -0.053, -0.022], [-0.022, 0.060, 0.039], [-0.094, -0.005, -0.091], [0.058, -0.072, -0.037], [0.090, 0.009, 0.012], [0.055, 0.005, 0.062], [-0.003, 0.015, 0.011], [0.011, -0.017, -0.002], [0.062, -0.003, 0.057], [-0.008, 0.040, -0.024], [0.084, -0.037, 0.116], [0.008, -0.113, -0.083], [-0.040, 0.043, -0.041], [0.039, -0.019, 0.057], [0.015, -0.107, -0.070], [-0.049, 0.052, -0.102], [-0.055, 0.003, 0.045], [-0.006, 0.067, 0.050], [0.008, -0.003, 0.018], [-0.007, 0.014, -0.011], [-0.012, 0.070, 0.042]],
  "lowdin_charge": [-0.116, -0.272, -0.187, -0.194, 0.025, -0.136, -0.082, -0.116, -0.152, -0.397, -0.079, -0.075, -0.140, -0.211, 0.025, 0.050, -0.104, -0.046, -0.288, 0.148, -0.166, -0.135, -0.769, 0.099, 0.735, -0.003, -0.357, 0.097, 0.031, 0.067, 0.057, 0.092, 0.090, 0.082, 0.111, 0.115, 0.098, 0.081, 0.108, 0.069, 0.108, 0.110, 0.130, 0.080, 0.070, 0.074, 0.053, 0.059, 0.073, 0.110, 0.095, 0.061, 0.050, 0.135, 0.134, 0.091, 0.060, 0.668, -0.688, -0.115, -0.099, -0.085, -0.121, -0.682, 0.670, 0.105, 0.106, 0.110, 0.009, 0.671, -0.687, -0.111, -0.084, -0.083, -0.107, -0.677, 0.713, 0.105, 0.105, 0.106, 0.107, 0.748, -0.647, -0.106, -0.070, -0.077, -0.111, -0.649, 0.772, 0.090, 0.109, 0.086, 0.033, 0.725, -0.660, -0.086, -0.074, -0.081, -0.115, -0.687, 0.667, 0.086, 0.058, 0.104, 0.103, 0.711, -0.662, -0.102, -0.113, -0.113, -0.105, -0.676, 0.695, 0.108, 0.101, 0.103, 0.107, 0.676, -0.687, -0.108, -0.081, -0.081, -0.108, -0.676, 0.716, 0.107, 0.107, 0.107, 0.106, 0.688, -0.686, -0.110, -0.083, -0.081, -0.106, -0.687, 0.676, 0.105, 0.106, 0.106, 0.108, 0.679, -0.689, -0.108, -0.082, -0.083, -0.110, -0.685, 0.688, 0.106, 0.106, 0.106, 0.106]
}